This record from the Open Molecules 2025 dataset describes C9H16CoN3O5S3 as an isolated structure. The level of theory is ωB97M-V/def2-TZVPD.

Values from the calculation:
LUMO (alpha / beta): 2.16 / 2.16 eV
net charge: -1
relative energy (zero: lowest compared OMol25 entry of this formula, charge and spin): 0.0 kcal per mole
multiplicity: 4
total energy: -3470.502516 Ha
HOMO-LUMO gap (alpha / beta): 7.5 / 7.6 eV

Each line ends with the Mulliken charge.
Cartesian coordinates (Å):
Co: 0.1343 -3.0324 1.1750  0.497
O: -2.5028 -5.3049 2.8234  -0.593
C: -1.7731 -4.4344 2.4457  0.687
O: -0.5829 -4.6377 1.9529  -0.730
C: -2.0897 -2.8837 2.6279  0.626
O: -2.7796 -2.4731 3.5341  -0.607
O: -1.5326 -2.1440 1.6969  -0.679
S: 2.4123 -0.6602 -1.5710  -0.575
C: 1.8484 -1.9445 -0.5778  0.397
S: 0.8263 -3.1900 -1.1348  -0.355
S: 2.3606 -2.1495 1.1405  -0.463
C: -1.4853 -0.5171 -2.8712  -0.489
C: -0.9807 0.7136 -3.5017  0.681
N: 0.2949 0.6941 -3.9810  -0.407
O: -1.6597 1.7311 -3.5274  -0.664
H: -1.2022 -1.3746 -3.5254  0.304
H: -2.5538 -0.4033 -2.7131  0.260
H: -1.0172 -0.7158 -1.8632  -0.137
H: 0.9183 -0.0241 -3.6209  0.191
H: 0.6600 1.6310 -4.1654  0.247
N: 1.3825 0.7568 0.7815  0.495
C: -0.0532 0.6105 1.1588  0.115
C: -0.6479 1.8992 1.7278  -0.954
N: -0.3914 3.0267 0.8715  -0.359
C: 1.0122 3.3168 0.7077  -0.661
C: 1.9068 2.1019 0.4196  -0.581
H: 1.7400 0.1457 -0.0324  -0.361
H: 1.9752 0.3671 1.5202  0.467
H: -0.1476 -0.2308 1.8669  0.320
H: -0.5554 0.2611 0.2584  -0.139
H: -0.2942 2.1523 2.7220  0.302
H: -1.7171 1.7594 1.7779  0.450
H: -0.9007 2.9573 -0.0125  0.344
H: 1.2967 3.7377 1.6740  0.279
H: 1.1861 4.0688 -0.0963  0.367
H: 2.8189 2.1806 0.9214  0.373
H: 2.0937 2.0084 -0.6099  0.349

Forces on atoms 1 to 2 (eV/Å):
0.3 -0.4 -0.4
-1.1 -0.5 0.3



This record from the Open Molecules 2025 dataset describes a 12-piece molecular cluster, C15H54N10O12 overall. The level of theory is ωB97M-V/def2-TZVPD.

Values from the calculation:
SMILES: NC(N)=O.NC(N)=O.NC(N)=O.NC(N)=O.NC(N)=O.CCO.CCO.CCO.CO.CO.CO.CO
LUMO: -0.16 eV
relative energy (zero: lowest compared OMol25 entry of this formula, charge and spin): 73.6 kcal per mole
total energy: -2054.154745 Ha
HOMO-LUMO gap: 8.7 eV

Each line ends with the Mulliken charge.
Cartesian coordinates (Å):
N: 3.6365 3.3640 1.0844  -0.454
C: 3.5947 2.6464 -0.0263  0.399
N: 4.2623 1.5720 0.0045  -0.168
O: 2.9769 3.0049 -1.1973  -0.794
H: 2.9119 4.1923 1.1983  0.310
H: 4.2445 3.1957 1.8575  0.242
H: 4.3907 1.2210 -0.9117  0.218
H: 4.9448 1.3211 0.7096  0.200
N: -2.4891 -3.5052 -1.3042  -0.002
C: -1.6207 -4.4518 -1.1358  0.192
N: -0.4965 -3.9394 -0.6538  -0.278
O: -1.8645 -5.8568 -1.1435  -0.739
H: -3.4518 -3.9430 -1.6352  0.281
H: -2.1454 -2.5569 -1.5163  -0.111
H: 0.0879 -4.5977 -0.1225  0.279
H: -0.0189 -3.1220 -1.0867  0.491
N: 0.8679 1.0691 -0.5901  1.395
C: -0.2440 1.0138 -1.1734  -0.307
N: -0.9193 0.0335 -0.7222  1.962
O: -0.7540 1.9818 -2.0044  -0.828
H: 1.4548 1.6405 -1.1229  0.293
H: 1.3111 0.2277 -0.0939  -0.578
H: -1.8940 0.0526 -1.1666  -1.043
H: -0.7841 -0.5048 0.1398  -0.431
N: 1.5064 2.6201 3.1974  -0.096
C: 0.2987 2.5497 2.8318  0.143
N: 0.1291 2.5022 1.5387  0.358
O: -0.7959 2.6801 3.6485  -0.750
H: 1.6940 2.6812 4.1905  0.236
H: 2.2729 2.6125 2.5738  0.200
H: -0.8890 2.5878 1.3775  -0.319
H: 0.5308 2.0083 0.6796  0.363
N: 6.6951 -1.9956 0.0561  -0.402
C: 5.6702 -1.2648 0.4210  0.527
N: 4.5898 -1.6747 -0.0991  -0.141
O: 5.8084 -0.1846 1.2842  -0.781
H: 7.5775 -1.5876 0.2973  0.272
H: 6.8181 -2.8988 -0.3136  0.155
H: 3.7727 -1.1008 0.0523  -0.041
H: 4.5043 -2.5430 -0.7151  0.254
C: -3.6251 -1.3943 -3.8269  -1.330
C: -3.5989 -0.0849 -2.9779  -0.098
O: -3.3496 -0.5972 -1.6560  -0.395
H: -3.7653 -1.1681 -4.8410  0.464
H: -4.4718 -2.0165 -3.4710  0.251
H: -2.7619 -2.0460 -3.7141  0.318
H: -4.6038 0.3597 -3.0452  0.248
H: -2.9499 0.6550 -3.3882  0.354
H: -4.1002 -0.5068 -1.0671  0.238
C: -0.0273 -3.3885 2.5857  -1.136
C: -1.1985 -2.5078 2.3392  -0.329
O: -0.9132 -1.9676 1.0310  -0.231
H: -0.1502 -3.8441 3.6195  0.396
H: 0.9539 -2.8983 2.5610  0.266
H: 0.0140 -4.2257 1.9041  0.283
H: -1.3746 -1.7805 3.1491  0.353
H: -2.1357 -3.0327 2.2803  0.365
H: -0.9901 -2.7414 0.5208  -0.201
C: 1.9420 -0.7919 -3.5603  -1.498
C: 1.9320 -1.6161 -2.2290  0.499
O: 0.5324 -1.8504 -1.8837  -0.553
H: 1.5627 -1.4680 -4.3306  0.393
H: 2.9590 -0.7224 -3.9068  0.463
H: 1.4674 0.1590 -3.5352  0.295
H: 2.4245 -0.9662 -1.5032  -0.510
H: 2.5340 -2.5376 -2.1445  0.532
H: 0.1079 -0.9962 -1.7151  0.250
C: 2.1302 -0.4169 2.2919  -0.857
O: 2.0992 -1.0339 1.0587  -0.057
H: 2.7030 0.5323 2.1282  -0.105
H: 2.8751 -0.8823 3.0110  0.257
H: 1.2497 -0.0104 2.7007  0.567
H: 1.4564 -1.7327 1.0308  -0.007
C: -2.1446 4.5576 0.1199  -0.743
O: -2.2863 3.9804 1.3658  -0.476
H: -1.4191 5.3795 0.0426  0.338
H: -3.0638 4.9866 -0.2106  0.414
H: -1.7828 3.8845 -0.6205  0.166
H: -1.7986 4.5464 1.9850  0.258
C: -2.7359 0.4346 2.0493  -0.244
O: -3.4111 0.0681 3.2026  -0.573
H: -2.9870 -0.2519 1.1971  0.068
H: -1.6519 0.7245 2.2158  0.000
H: -3.0298 1.4100 1.7049  0.350
H: -4.3033 0.2534 3.1458  0.349
C: -4.3908 2.5070 -0.9954  -0.061
O: -5.0354 3.0550 0.1961  -0.622
H: -3.6000 1.8177 -0.6794  -0.063
H: -3.9587 3.4182 -1.4783  0.262
H: -5.1471 2.1721 -1.7688  0.243
H: -4.3663 3.5248 0.7039  0.339

Forces on atoms 1 to 2 (eV/Å):
-3.5 4.4 1.4
-3.6 4.0 -5.9



This record from the Open Molecules 2025 dataset describes C44H48BClF4N4O6SSc as an isolated structure. The level of theory is ωB97M-V/def2-TZVPD.

Values from the calculation:
LUMO: 1.94 eV
net charge: -1
relative energy (zero: lowest compared OMol25 entry of this formula, charge and spin): 1.0 kcal per mole
total energy: -4419.921989 Ha
HOMO-LUMO gap: 6.9 eV

Each line ends with the Mulliken charge.
Cartesian coordinates (Å):
Sc: -0.3424 -0.0672 -0.5264  -2.374
C: -2.0766 0.9876 1.0635  -0.639
C: -2.7316 0.1612 0.0774  0.115
C: -2.5937 -1.2069 0.5577  1.093
C: -1.8932 -1.1342 1.7837  -1.040
C: -1.6201 0.2006 2.1306  0.987
C: -1.3178 0.7221 3.5195  2.330
C: -2.6793 1.0909 4.1408  -1.933
C: -0.4362 1.9712 3.5005  -1.576
C: -0.6490 -0.3447 4.3899  -2.061
C: -3.2049 -2.5720 0.2089  2.112
C: -3.9652 -2.7058 -1.1116  -2.029
C: -4.1834 -2.9291 1.3469  -1.874
C: -2.0964 -3.6385 0.1505  -1.531
C: -3.7947 0.8321 -0.8120  1.672
C: -5.1739 0.5562 -0.1842  -1.655
C: -3.7635 0.4171 -2.2862  -1.409
C: -3.6200 2.3631 -0.8211  -2.099
H: -2.1527 2.0639 1.1070  0.570
H: -1.6699 -1.9798 2.4149  0.566
H: -3.1310 1.9104 3.5879  0.343
H: -2.5678 1.3948 5.1810  0.485
H: -3.3513 0.2372 4.0958  0.321
H: -0.7870 2.6859 2.7602  0.279
H: -0.4519 2.4540 4.4787  0.531
H: 0.5860 1.6941 3.2644  0.093
H: -1.3394 -1.1594 4.5979  0.379
H: -0.3368 0.0919 5.3379  0.482
H: 0.2269 -0.7480 3.8877  0.271
H: -4.8038 -2.0221 -1.1743  0.288
H: -4.3612 -3.7193 -1.1864  0.607
H: -3.3016 -2.5527 -1.9565  0.114
H: -4.9263 -2.1439 1.4620  0.321
H: -3.6568 -3.0347 2.2904  0.309
H: -4.6969 -3.8669 1.1373  0.498
H: -1.4891 -3.4803 -0.7378  -0.008
H: -2.5418 -4.6311 0.0838  0.628
H: -1.4472 -3.6129 1.0223  0.174
H: -5.4241 -0.4981 -0.2031  0.238
H: -5.9489 1.1017 -0.7212  0.473
H: -5.1726 0.8820 0.8544  0.233
H: -3.7463 -0.6533 -2.4251  -0.081
H: -2.8753 0.8282 -2.7605  -0.119
H: -4.6394 0.8149 -2.7990  0.697
H: -3.8520 2.8006 0.1480  0.399
H: -4.3058 2.7934 -1.5497  0.479
H: -2.6053 2.6287 -1.1113  0.176
C: 1.9258 7.7368 0.6380  -1.587
C: 1.5873 6.2738 0.6213  1.183
C: 1.0849 5.6607 -0.5178  -1.195
C: 0.8066 4.3055 -0.5326  -0.678
C: 1.0295 3.5284 0.5999  -0.436
C: 1.5248 4.1396 1.7497  -0.367
C: 1.7941 5.4934 1.7530  -1.033
S: 2.1305 1.1977 0.9532  0.230
O: 2.6028 1.5188 2.2978  -0.743
O: 0.7793 2.1750 0.5758  2.228
N: 1.2291 -0.1552 0.9385  1.187
C: 1.7698 -1.2920 1.4576  -0.586
C: 2.5060 -1.3883 2.6359  -0.190
C: 2.9892 -2.6151 3.0861  -1.098
C: 2.8122 -3.7687 2.3643  -1.104
C: 2.1567 -3.7102 1.1215  1.214
C: 2.0612 -4.8104 0.2462  -1.194
C: 1.5049 -4.6357 -0.9907  -1.295
C: 0.9656 -3.3844 -1.3262  -0.550
N: 0.9752 -2.3509 -0.5125  1.847
C: 1.5981 -2.4831 0.6795  -0.769
H: 1.8187 8.1753 -0.3512  0.356
H: 2.9519 7.8754 0.9733  0.349
H: 1.2843 8.2756 1.3341  0.316
H: 0.9262 6.2344 -1.4207  0.348
H: 0.4208 3.8446 -1.4249  0.479
H: 1.7224 3.5478 2.6263  0.327
H: 2.1826 5.9516 2.6527  0.392
H: 2.7003 -0.4945 3.2042  0.526
H: 3.5195 -2.6516 4.0286  0.398
H: 3.1989 -4.7169 2.7116  0.462
H: 2.4443 -5.7724 0.5613  0.438
H: 1.4649 -5.4365 -1.7138  0.546
H: 0.5181 -3.2507 -2.2988  0.281
O: 1.3316 2.4284 -5.7149  -0.620
C: 2.3408 1.6384 -5.4321  0.360
O: 3.2458 1.4400 -6.2105  -0.648
C: 2.3378 0.9736 -4.0959  -0.533
C: 3.2945 0.0539 -3.6920  0.655
Cl: 4.6865 -0.4501 -4.4993  -0.157
N: 2.9772 -0.3765 -2.4516  -0.318
N: 1.8487 0.2033 -2.0247  1.771
C: 1.4417 1.0099 -2.9983  -0.376
C: 0.1598 1.7840 -2.8039  0.468
O: -0.1199 2.6808 -3.6081  -0.930
O: -0.5125 1.4716 -1.7884  0.922
C: 3.7244 -1.2971 -1.6861  -0.315
C: 4.2186 -0.9290 -0.4420  0.052
C: 4.9706 -1.8347 0.2870  -0.632
C: 5.2441 -3.0899 -0.2311  -0.625
C: 4.7549 -3.4470 -1.4780  -0.932
C: 3.9861 -2.5575 -2.2064  0.063
H: 0.6821 2.5451 -4.9423  0.392
H: 4.0173 0.0573 -0.0508  0.524
H: 5.3315 -1.5599 1.2668  0.403
H: 5.8407 -3.7903 0.3363  0.392
H: 4.9605 -4.4282 -1.8807  0.383
H: 3.5766 -2.8343 -3.1649  0.478
F: -1.0053 -1.1190 -2.1090  0.974
B: -0.8926 -1.5495 -3.5575  -0.048
F: -1.3788 -2.8213 -3.6232  -0.329
F: 0.4539 -1.5182 -3.8194  -0.216
F: -1.5907 -0.6822 -4.3185  -0.274

Forces on atoms 1 to 2 (eV/Å):
-0.5 -0.8 1.5
-0.3 -0.4 0.0